71
Properties=species:S:1:pos:R:3:lowdin_charge:R:1 method="wB97M-V/def2-TZVPD" fmax_ev_per_a=0.506 total_charge=-2 e_tot_ev=-72674.95673
P -0.5536 -0.3909 -3.5849 0.82
Na -0.6720 -0.0982 0.6241 0.36
F 1.3217 -2.6888 -1.4852 0.06
F -1.5369 -3.3985 1.7928 0.10
F -3.6822 -3.6373 1.6986 0.09
F -2.5187 -3.6856 -0.1226 0.11
F -3.9460 -1.3789 0.2296 -0.07
F 1.4200 -4.3423 -3.0952 0.08
F -2.9942 -1.1157 2.2205 -0.08
F 3.2180 -2.9477 -2.7516 0.08
F 2.6722 -4.5432 -1.1833 0.10
O 0.2728 -0.0510 2.5876 0.02
O 2.3040 -0.5260 -0.1522 -0.06
N -1.9642 3.2862 6.0498 0.04
N -0.4745 1.8611 -0.7893 0.09
N -2.4080 4.1768 3.7793 0.01
N -0.4540 1.2194 4.3252 0.06
N -1.2881 2.9564 1.9367 0.14
C 2.4706 0.2994 -1.2856 -0.28
C 1.7277 2.3148 0.0763 -0.14
C 2.8036 1.7123 -0.8305 -0.17
C 1.4445 -0.4840 5.6020 -0.19
C -1.6123 2.2316 -1.3700 -0.16
C -0.7851 -1.1764 4.4183 -0.09
C -0.7931 4.4187 -1.8020 -0.08
C -0.3384 0.0330 3.6430 -0.47
C -0.4389 1.0567 -4.7209 -0.32
C 0.4040 -1.6075 -4.5548 -0.30
C -2.7055 -1.5456 0.8835 -0.27
C -2.2569 -0.9442 -4.0026 -0.31
C -2.1535 3.6760 4.9665 -0.48
C 0.3849 4.0423 -1.1878 -0.03
C 0.5044 2.7541 -0.6693 -0.30
C -1.8262 3.4961 -1.8890 -0.08
C 0.0584 -1.1627 5.7195 -0.18
C 1.4637 1.0466 5.7968 -0.18
C 0.8237 1.8390 4.6525 -0.18
C -2.6234 -3.0579 1.0641 -0.61
C -1.8152 3.5471 2.7866 -0.42
B 2.1700 -3.6513 -2.1291 -1.24
H -2.9876 -0.2329 -3.6136 0.02
H 1.4277 1.5736 0.8165 0.09
H -0.6931 0.7914 -5.7527 0.03
H -1.1057 1.8504 -4.3793 0.01
H 0.9265 1.2817 6.7236 0.11
H 2.9359 2.3338 -1.7248 0.11
H 0.3532 -2.5858 -4.0800 0.02
H 0.6661 2.8835 4.9223 0.10
H -0.5018 -0.6615 6.5151 0.11
H 3.2718 -0.0806 -1.9327 0.12
H -1.0718 1.1685 5.1262 0.10
H -2.3903 1.4760 -1.4144 0.11
H -0.9139 5.4237 -2.1887 0.10
H 1.2050 4.7396 -1.0703 0.11
H -2.7809 3.7484 -2.3305 0.10
H 3.7568 1.7131 -0.2948 0.11
H -0.5993 -2.0586 3.8105 0.11
H -2.4010 -1.0535 -5.0826 0.03
H 0.1971 -2.1949 6.0480 0.10
H 0.5786 1.4520 -4.7014 0.03
H 1.9585 -1.3819 -0.4700 0.06
H 0.0425 -1.6730 -5.5869 0.03
H 2.1340 3.1647 0.6308 0.12
H 2.1006 -0.9232 6.3584 0.10
H 1.8906 -0.7351 4.6340 0.12
H 1.4586 -1.3261 -4.5575 0.04
H 1.5472 0.3077 -1.8780 0.06
H -1.8550 -1.1359 4.6273 0.12
H 1.4349 1.8134 3.7507 0.12
H 2.4958 1.3823 5.9415 0.10
H -2.4476 -1.9020 -3.5174 0.04